{"formula": "C24H27AuClIO3P2", "method": "ωB97M-V with the def2-TZVPD basis set", "orbital_gap_ev": [3.141, 2.550], "charge": 2, "e_tot_ev": -74337.2377, "relative_energy_kcal_mol": 110.1, "s2": 2.01, "spin_multiplicity": 3, "e_lumo_ev": [-10.334, -10.925], "symbols": ["C", "C", "H", "H", "H", "O", "I", "Au", "P", "C", "C", "H", "H", "H", "C", "H", "H", "H", "H", "H", "H", "C", "O", "Cl", "O", "P", "C", "C", "C", "C", "C", "C", "C", "C", "C", "C", "C", "C", "C", "C", "C", "C", "C", "C", "H", "H", "H", "H", "H", "H", "H", "H", "H", "H", "H", "H", "H", "H", "H"], "positions_angstrom": [[0.05, -2.30, -0.53], [1.61, -2.00, -0.28], [0.10, -3.41, -0.70], [-0.26, -1.82, -1.46], [-0.77, -2.17, 0.25], [2.41, -2.21, 0.58], [2.84, 1.51, -0.79], [-2.42, 0.94, 0.00], [0.12, 0.93, -2.60], [1.47, 1.53, -3.93], [-0.63, -0.29, -3.93], [-1.98, 2.27, -3.02], [-0.71, 2.83, -4.21], [-0.60, 3.18, -2.45], [-0.91, 2.43, -3.18], [-1.70, -0.41, -3.71], [-0.49, -0.03, -5.00], [1.07, 1.50, -4.99], [2.32, 0.83, -3.81], [-0.16, -1.26, -3.72], [1.75, 2.54, -3.57], [0.18, 0.79, 0.24], [0.82, 0.05, 0.89], [-4.30, 1.62, -1.02], [-0.41, 1.41, 2.96], [-0.04, 0.44, 4.02], [-1.35, -0.76, 4.14], [-2.20, -0.67, 5.24], [-3.33, -1.48, 5.30], [-3.70, -2.25, 4.19], [-2.79, -2.39, 3.14], [-1.59, -1.71, 3.11], [1.45, -0.62, 4.31], [1.63, -1.84, 3.62], [2.88, -2.46, 3.52], [3.88, -2.15, 4.47], [3.61, -1.11, 5.37], [2.46, -0.33, 5.24], [-0.04, 1.52, 5.41], [0.04, 0.93, 6.67], [-0.07, 1.67, 7.81], [-0.12, 3.04, 7.74], [-0.14, 3.68, 6.50], [-0.17, 2.93, 5.31], [-1.97, 0.01, 6.05], [-3.89, -1.49, 6.22], [-4.66, -2.72, 4.19], [-3.03, -3.00, 2.31], [-0.88, -1.87, 2.32], [0.72, -2.31, 3.26], [3.05, -3.20, 2.75], [4.78, -2.74, 4.51], [4.28, -0.91, 6.22], [2.34, 0.53, 5.87], [0.20, -0.15, 6.71], [-0.14, 1.14, 8.72], [-0.15, 3.62, 8.64], [-0.16, 4.78, 6.45], [-0.28, 3.44, 4.34]]}